[1]
Formula: C21H25NO5
Source: the OMol25 dataset
Level of theory: ωB97M-V/def2-TZVPD

Geometry (Å):
C 3.951 4.528 1.221
O 2.989 3.739 0.571
C 3.501 3.047 -0.544
C 2.402 2.150 -1.126
N 2.201 0.958 -0.349
C 1.311 0.823 0.692
C 0.391 1.915 1.105
C 1.427 -0.442 1.185
C 2.433 -1.112 0.431
C 2.830 -2.504 0.486
O 3.915 -2.925 0.136
C 1.780 -3.509 0.987
O 0.449 -3.029 0.976
C -0.013 -2.572 -0.205
O 0.564 -2.721 -1.255
C -1.277 -1.850 -0.015
C -1.777 -1.095 -1.001
C -2.950 -0.245 -0.957
C -3.282 0.502 -2.088
C -4.388 1.333 -2.077
C -5.176 1.432 -0.949
C -4.861 0.690 0.193
O -5.699 0.856 1.252
C -5.450 0.132 2.433
C -3.752 -0.141 0.184
C 2.904 -0.194 -0.501
C 3.915 -0.396 -1.569
H 3.446 5.013 2.053
H 4.360 5.290 0.546
H 4.777 3.914 1.601
H 3.835 3.765 -1.310
H 4.366 2.436 -0.244
H 1.471 2.720 -1.153
H 2.678 1.868 -2.144
H -0.103 1.635 2.031
H 0.938 2.843 1.258
H -0.378 2.082 0.347
H 0.888 -0.842 2.020
H 1.995 -3.770 2.026
H 1.874 -4.405 0.363
H -1.707 -1.920 0.970
H -1.235 -1.102 -1.939
H -2.669 0.426 -2.973
H -4.639 1.908 -2.955
H -6.042 2.073 -0.921
H -6.241 0.417 3.124
H -4.479 0.394 2.867
H -5.493 -0.948 2.259
H -3.494 -0.719 1.056
H 4.746 0.301 -1.465
H 3.471 -0.259 -2.556
H 4.301 -1.408 -1.494

Values from the calculation:
highest occupied orbital energy: -7.81 eV
SMILES: COCCn1c(C)cc(C(=O)COC(=O)/C=C/c2cccc(OC)c2)c1C
frontier orbital gap: 7.787 eV


[2]
Formula: C21H26BrF5NNiO2Si2
Source: the OMol25 dataset
Level of theory: ωB97M-V/def2-TZVPD

Geometry (Å):
Ni -0.319 0.327 0.255
C -2.274 -2.717 -3.209
Si -1.930 -1.192 -2.150
C -3.585 -0.614 -1.499
C -1.186 0.028 -3.369
C -0.744 -1.477 -0.776
C 0.674 -1.441 -1.213
C 1.385 -2.406 -1.939
C 2.731 -2.219 -2.186
C 3.370 -1.076 -1.711
C 2.618 -0.154 -1.012
N 1.315 -0.324 -0.795
Si -1.059 -2.735 0.536
C 0.510 -3.068 1.499
C -2.463 -2.157 1.635
C -1.558 -4.443 -0.105
H -2.968 -2.470 -4.023
H -2.711 -3.535 -2.632
H -1.345 -3.081 -3.664
H -4.124 -0.051 -2.268
H -3.454 0.040 -0.634
H -4.208 -1.463 -1.198
H -1.957 0.515 -3.975
H -0.499 -0.493 -4.047
H -0.626 0.804 -2.845
H 0.864 -3.293 -2.280
H 3.294 -2.964 -2.737
H 4.426 -0.910 -1.871
H 3.059 0.750 -0.608
H 1.064 -2.155 1.735
H 1.166 -3.724 0.918
H 0.275 -3.575 2.441
H -2.415 -1.071 1.755
H -2.408 -2.610 2.631
H -3.433 -2.410 1.195
H -0.761 -4.857 -0.734
H -2.478 -4.419 -0.696
H -1.716 -5.138 0.730
Br 2.002 -0.018 8.316
C 0.795 0.034 6.840
C -0.566 0.066 7.095
C -1.441 0.105 6.015
C -0.953 0.110 4.715
C 0.415 0.074 4.481
C 1.299 0.036 5.553
C 0.976 0.062 3.069
O 2.193 0.011 2.922
O 0.091 0.035 2.146
H -0.934 0.062 8.113
H -2.509 0.131 6.197
H -1.620 0.144 3.865
H 2.361 0.009 5.351
F -0.098 2.732 0.303
C -1.119 2.047 -0.406
F -2.106 1.811 0.618
C -1.738 3.065 -1.324
F -0.838 3.466 -2.231
F -2.780 2.534 -1.973
F -2.181 4.160 -0.688

Values from the calculation:
net charge: -1
highest occupied orbital energy (alpha / beta): -4.83 / -5.79 eV
spin multiplicity: 3
frontier orbital gap (alpha / beta): 7.375 / 8.328 eV


[3]
Formula: C21H26ClN2O2PdSSi2
Source: the OMol25 dataset
Level of theory: ωB97M-V/def2-TZVPD

Geometry (Å):
Pd -0.321 0.120 0.115
C -1.925 -1.720 -1.810
Si -0.822 -2.173 -0.369
C 0.537 -3.336 -0.855
C -1.697 -2.824 1.128
C -2.132 -4.152 1.158
C -2.776 -4.654 2.277
C -2.986 -3.839 3.381
C -2.562 -2.520 3.359
C -1.918 -2.000 2.235
Si -1.461 -0.200 2.190
C -3.026 0.805 2.142
C -0.260 0.336 3.493
H -2.433 -2.640 -2.121
H -1.370 -1.346 -2.671
H -2.697 -0.999 -1.538
H 0.073 -4.327 -0.884
H 1.332 -3.373 -0.112
H 0.971 -3.155 -1.839
H -1.966 -4.809 0.312
H -3.109 -5.683 2.293
H -3.482 -4.234 4.258
H -2.740 -1.898 4.231
H -3.560 0.574 3.072
H -3.672 0.504 1.317
H -2.878 1.882 2.111
H -0.635 0.006 4.467
H -0.154 1.422 3.519
H 0.711 -0.126 3.328
Cl 3.860 2.734 -3.925
C 3.312 1.707 -2.642
C 4.018 1.674 -1.446
C 3.631 0.795 -0.451
C 2.534 -0.045 -0.633
C 1.824 0.017 -1.828
C 2.211 0.891 -2.839
C 2.249 -1.057 0.449
O 3.114 -1.804 0.822
O 1.039 -1.054 0.995
H 4.892 2.300 -1.324
H 4.213 0.714 0.458
H 1.020 -0.687 -2.033
H 1.698 0.897 -3.791
C 1.514 3.992 0.024
N 0.806 3.718 -1.220
C 1.169 4.181 -2.473
C 0.253 3.728 -3.350
N -0.664 3.007 -2.614
C -0.329 3.008 -1.314
S -1.276 2.383 -0.015
H 2.515 4.333 -0.224
H 1.575 3.078 0.610
H 0.992 4.756 0.596
H 2.068 4.751 -2.625
H 0.187 3.828 -4.418
H -1.467 2.513 -2.970

Values from the calculation:
net charge: +1
highest occupied orbital energy: -11.86 eV
frontier orbital gap: 8.115 eV


Relative energy (zero: lowest compared OMol25 entry of this formula, charge and spin)? In order: 1.784, 0.864, 1.330 eV.